DFT (the ωB97M-V functional and the def2-TZVPD basis) results for a single C7H16O2Si molecule.

Values from the calculation:
SMILES: CCOC(=O)C[Si](C)(C)C
2S+1: 1
HOMO energy in eV: -9.923
Frontier orbital gap in Eh: 0.3962
Lowest unoccupied orbital energy in eV: 0.9

Geometry (Å):
Si: -0.55 0.99 1.21
O: 0.27 -0.31 -1.96
O: -0.89 -1.99 -0.90
C: 1.71 -2.24 -1.81
C: -1.35 0.27 -0.32
C: -0.65 -0.38 2.43
C: 1.21 1.39 0.91
C: 0.83 -1.42 -2.70
C: -0.64 -0.81 -1.11
C: -1.39 2.63 1.50
H: 1.66 1.48 1.85
H: 1.09 -2.74 -1.06
H: -0.25 -1.23 1.84
H: -1.52 1.19 -0.98
H: 1.40 -0.96 -3.52
H: 0.06 -2.05 -3.16
H: -2.16 2.86 0.75
H: -0.58 3.34 1.26
H: 2.47 -1.78 -1.26
H: -0.27 -0.26 3.38
H: 1.42 2.30 0.34
H: -1.71 2.87 2.53
H: 1.65 0.54 0.40
H: -2.32 -0.08 0.00
H: 2.21 -3.11 -2.19
H: -1.70 -0.50 2.57



DFT (the ωB97M-V functional and the def2-TZVPD basis) results for a gas-phase ion, C4H10N3 (charge +1).

Values from the calculation:
SMILES: C[NH2+][C@H]1N[C@H]2N[C@H]21
2S+1: 1
Total charge: +1
HOMO energy in eV: -13.334
Frontier orbital gap in Eh: 0.3669
Lowest unoccupied orbital energy in eV: -3.3

Geometry (Å):
N: -0.09 1.75 -0.42
N: 0.29 -0.11 1.16
N: 0.98 0.61 -2.23
C: 0.02 -1.62 1.41
C: -0.21 0.11 -1.77
C: 0.02 1.56 -1.83
C: -0.56 0.45 0.00
H: -0.77 -0.56 -2.54
H: -0.35 2.18 -2.55
H: -1.64 0.31 0.35
H: 0.58 -1.95 2.37
H: 1.93 0.55 -1.70
H: -1.08 -1.67 1.60
H: 0.44 -2.33 0.69
H: 1.27 -0.14 0.89
H: -0.58 2.62 -0.17
H: -0.07 0.49 1.89



DFT (the ωB97M-V functional and the def2-TZVPD basis) results for a molecular structure, C18H39O7V.

Values from the calculation:
2S+1: 3
Expectation value of S²: 2.01
HOMO energy (alpha / beta) in eV: -7.080 / -7.656
Frontier orbital gap (alpha / beta) in Eh: 0.2797 / 0.3008
Lowest unoccupied orbital energy (alpha / beta) in eV: 0.5 / 0.5

Geometry (Å):
V: -0.58 0.42 0.14
O: -0.95 1.24 -1.85
O: -2.41 -0.26 0.45
O: -0.04 -2.00 0.55
O: -0.54 -1.43 -2.08
O: -0.81 2.30 0.68
O: 1.35 0.40 -0.27
O: -0.25 0.08 2.26
C: 0.05 0.37 3.39
C: 3.11 2.04 -0.16
C: 0.40 4.39 0.76
C: 1.93 -3.20 0.93
C: -0.41 -0.47 4.54
C: 2.70 0.60 -0.39
C: -0.65 1.75 -2.88
C: 0.77 2.10 -3.18
C: -0.04 -1.96 -3.03
C: -1.69 2.09 -3.92
C: 1.39 -1.66 -3.42
C: -0.82 -2.95 -3.88
C: 0.81 1.63 3.66
C: -0.84 3.59 1.15
C: -3.32 -1.60 2.25
C: -0.39 -4.11 1.59
C: 0.44 -3.01 0.98
C: -3.36 -1.17 0.78
H: 0.89 3.18 -3.33
H: 1.30 3.80 0.94
H: 1.65 -0.69 -3.01
H: -0.78 0.15 5.36
H: -0.93 3.58 2.26
H: -1.38 -3.76 1.85
H: 3.23 0.00 0.37
H: 0.29 2.22 4.42
H: -4.26 -2.06 2.57
H: -3.25 -0.69 2.88
H: -1.89 3.16 -3.94
H: 4.19 2.17 -0.27
H: -0.50 -4.93 0.87
H: -1.24 -1.07 4.19
H: 3.09 0.26 -1.37
H: 2.25 -3.96 0.21
H: 2.35 -3.48 1.90
H: 1.03 1.67 -4.15
H: 1.82 1.42 4.04
H: -2.60 1.57 -3.65
H: 1.43 1.72 -2.40
H: 2.07 -2.40 -2.98
H: 0.35 -1.15 4.92
H: -1.35 1.73 -4.90
H: 0.37 4.66 -0.30
H: 0.93 2.19 2.74
H: 0.46 5.32 1.34
H: -2.43 -2.16 2.52
H: -1.73 4.11 0.76
H: 0.12 -4.48 2.49
H: 2.86 2.31 0.87
H: 2.61 2.79 -0.78
H: -0.39 -2.98 -4.89
H: 1.51 -1.66 -4.51
H: -0.76 -3.97 -3.50
H: -4.36 -0.73 0.61
H: 2.42 -2.27 0.65
H: -1.86 -2.63 -3.97
H: -3.33 -2.08 0.15



DFT (the ωB97M-V functional and the def2-TZVPD basis) results for a molecular structure, C5H12N.

Values from the calculation:
2S+1: 1
Total charge: +1
HOMO energy in eV: -12.428
Frontier orbital gap in Eh: 0.2063
Lowest unoccupied orbital energy in eV: -6.8

Geometry (Å):
N: 0.51 3.56 -2.51
C: 0.17 -1.87 1.31
C: 0.73 -0.47 1.50
C: -1.21 -1.60 0.83
C: -0.34 0.14 -0.45
C: -1.05 -0.94 -0.51
H: -1.13 -1.49 -1.45
H: 0.74 -2.43 0.57
H: -1.95 -2.39 0.89
H: 1.82 -0.44 1.51
H: 1.34 3.59 -3.09
H: -1.55 -0.81 1.51
H: 0.36 2.67 -2.10
H: 0.26 0.05 2.33
H: 0.33 0.46 -1.24
H: 0.41 4.32 -1.87
H: 0.41 0.10 0.49
H: 0.15 -2.44 2.24



ΔE to the lowest compared entry with this formula, charge and spin / kcal per mole: 23.5 112.5 0.0 127.4